Record 1
{"formula": "C41H37F5MoP2", "method": "wB97M-V/def2-TZVPD", "multiplicity": 3, "charge": 2, "homo_ev": [-13.2, -13.2], "total_energy_ha": -2833.759610, "homo_lumo_gap_ha": [0.192, 0.146], "species": ["Mo", "C", "C", "C", "C", "C", "C", "C", "C", "C", "H", "H", "H", "H", "H", "H", "H", "H", "H", "H", "H", "H", "H", "H", "H", "P", "P", "C", "C", "C", "C", "C", "C", "C", "C", "C", "C", "C", "C", "C", "C", "C", "C", "C", "C", "C", "C", "C", "C", "C", "C", "C", "C", "H", "H", "H", "H", "H", "H", "H", "H", "H", "H", "H", "H", "H", "H", "H", "H", "H", "H", "H", "H", "H", "H", "F", "C", "C", "C", "F", "C", "F", "C", "F", "C", "F"], "positions_angstrom": [[-0.58168, 1.22922, 0.34442], [0.87177, 0.06332, 4.98679], [1.91368, -0.40790, 4.27181], [1.99397, -1.80184, 3.70146], [1.30660, -2.04477, 2.31758], [-0.18349, -1.96675, 2.25646], [-1.03579, -1.73968, 3.24316], [-0.86194, -1.85344, 4.72143], [-0.31090, -0.68885, 5.54988], [-2.61656, 0.56954, 0.12359], [1.09623, 0.90201, 5.65867], [2.78310, 0.22569, 4.06683], [1.60256, -2.58607, 4.36472], [3.07075, -1.99055, 3.49805], [1.73555, -1.34479, 1.57525], [1.58405, -3.07648, 2.01699], [-0.50017, -1.86677, 1.21850], [-2.06254, -1.40923, 2.98667], [-0.24267, -2.73832, 4.89003], [-1.87687, -2.06066, 5.09182], [-1.07547, 0.04113, 5.80490], [-0.07324, -1.15709, 6.52568], [-3.42934, 1.27323, 0.10189], [-2.91042, -0.41554, 0.54543], [-2.09232, 0.41897, -0.89643], [1.28846, 0.88810, -1.97766], [-0.72218, -1.01324, -2.01828], [1.90881, -0.77489, -1.78013], [0.89357, -1.70946, -1.70350], [2.32399, 1.51971, -3.45567], [3.47197, 0.89480, -3.98590], [4.27943, 1.53945, -4.93180], [3.93752, 2.79683, -5.44601], [2.73011, 3.37217, -5.01483], [1.92858, 2.73894, -4.05528], [2.11101, 1.84677, -0.68552], [1.22162, 2.69880, 0.05654], [1.78345, 3.47438, 1.09867], [3.16781, 3.52735, 1.27201], [4.02123, 2.80815, 0.40717], [3.50267, 1.97358, -0.57664], [-0.94543, -1.25374, -3.91040], [-0.12513, -0.51790, -4.79356], [-0.19842, -0.66909, -6.17433], [-1.11661, -1.56219, -6.74125], [-1.93789, -2.29173, -5.89726], [-1.84703, -2.16330, -4.50972], [-1.93009, -2.27668, -1.48111], [-3.29167, -1.91234, -1.52240], [-4.25855, -2.59815, -0.79106], [-3.88960, -3.77339, -0.11849], [-2.57778, -4.25645, -0.20545], [-1.60070, -3.50973, -0.89506], [2.97706, -0.99826, -1.71858], [1.03352, -2.77589, -1.51175], [3.76854, -0.11089, -3.65776], [5.21096, 1.08093, -5.28810], [4.57881, 3.33182, -6.16208], [2.41615, 4.34363, -5.42466], [0.98314, 3.19423, -3.73455], [0.11082, 2.94333, -0.29344], [1.08937, 4.07751, 1.69056], [3.60472, 4.17155, 2.02123], [5.10428, 2.88596, 0.52582], [4.17498, 1.43166, -1.26676], [0.59074, 0.21687, -4.40406], [0.45804, -0.09696, -6.84196], [-1.19383, -1.68303, -7.81994], [-2.67633, -2.98829, -6.31638], [-2.49412, -2.76196, -3.86636], [-3.59589, -1.00039, -2.08023], [-5.28900, -2.20771, -0.75979], [-4.65062, -4.29268, 0.48148], [-2.32256, -5.19959, 0.29397], [-0.58938, -3.92112, -0.95019], [0.23019, 3.01136, 3.40885], [-1.06925, 2.63241, 3.61296], [-1.68709, 1.67582, 2.76770], [-2.82656, 1.19049, 3.45465], [-3.49600, 0.10704, 2.95373], [-3.38165, 1.67623, 4.66915], [-4.50848, 1.13977, 5.19453], [-2.79236, 2.74932, 5.32760], [-3.36154, 3.30217, 6.40449], [-1.61537, 3.22488, 4.77710], [-1.01530, 4.27865, 5.38406]]}

Record 2
{"formula": "C2H8ClN2OP", "method": "wB97M-V/def2-TZVPD", "homo_ev": -9.0, "total_energy_ha": -1067.349750, "homo_lumo_gap_ha": 0.356, "species": ["C", "N", "C", "P", "N", "O", "Cl", "H", "H", "H", "H", "H", "H", "H", "H"], "positions_angstrom": [[-0.63855, 1.01967, 1.13198], [0.26160, 0.00580, 0.68538], [-0.42496, -1.23641, 0.19072], [1.75424, 0.56736, -0.06786], [1.54015, 0.42142, -1.71174], [2.19887, 1.83686, 0.41042], [2.99365, -0.97497, 0.42866], [-0.09099, 1.75681, 1.55482], [-1.25078, 1.63249, 0.28290], [-1.24183, 0.51269, 1.95663], [0.29566, -1.70922, -0.43483], [-0.87010, -1.65503, 1.16480], [-1.18539, -0.80870, -0.47426], [1.51339, 1.17128, -2.40390], [1.22832, -0.40869, -2.18667]]}

Record 3
{"formula": "C25H32FO2W", "method": "wB97M-V/def2-TZVPD", "multiplicity": 3, "charge": 1, "homo_ev": [-11.2, -11.5], "total_energy_ha": -1288.840409, "homo_lumo_gap_ha": [0.280, 0.259], "species": ["O", "C", "C", "H", "H", "C", "H", "H", "C", "H", "H", "H", "C", "H", "H", "H", "W", "C", "C", "C", "H", "C", "C", "H", "H", "H", "H", "C", "C", "C", "H", "C", "C", "H", "H", "H", "H", "O", "C", "C", "H", "H", "C", "H", "H", "C", "H", "H", "H", "H", "F", "C", "C", "C", "C", "C", "C", "H", "H", "H", "H"], "positions_angstrom": [[1.81219, -1.23183, -0.41176], [1.18246, -2.47872, -0.93300], [2.40725, -2.95948, -1.68327], [0.34113, -2.25429, -1.59894], [0.89131, -3.11423, -0.09458], [3.06003, -1.73408, -1.01208], [2.31666, -2.87969, -2.76062], [2.78722, -3.92605, -1.35394], [3.68599, -0.76755, -1.98945], [3.06820, -0.71398, -2.89373], [4.68210, -1.14544, -2.25798], [3.80844, 0.23270, -1.54781], [4.05845, -2.27516, -0.01438], [3.65522, -3.13685, 0.53420], [4.43607, -1.49614, 0.66061], [4.91373, -2.65119, -0.59690], [0.09794, 0.65200, 1.52193], [0.12292, 0.18395, 3.63447], [-1.12273, -0.25077, 3.07856], [-0.85237, -1.21015, 2.04112], [-2.10832, 0.02416, 3.43401], [0.57085, -1.44338, 2.05009], [1.17072, -0.54660, 2.97823], [2.22933, -0.50477, 3.21261], [0.23167, 0.86023, 4.47790], [-1.58480, -1.74607, 1.45707], [1.04571, -2.33112, 1.67067], [0.76149, 3.06036, 2.17943], [1.83293, 2.10678, 2.02963], [1.92193, 1.76423, 0.61983], [2.57874, 1.87370, 2.78036], [0.88745, 2.50449, -0.06303], [0.19309, 3.29011, 0.90185], [-0.57962, 4.03440, 0.70447], [0.47984, 3.54618, 3.12015], [2.74286, 1.21334, 0.16101], [0.73797, 2.53335, -1.14182], [-0.18794, -0.60825, -3.51108], [-0.70151, 0.05536, -2.33441], [-1.79254, -0.81652, -1.66638], [-1.11629, 1.03599, -2.61797], [0.14771, 0.25213, -1.66346], [-2.19641, -1.81145, -2.77621], [-2.65116, -0.21525, -1.33876], [-1.38923, -1.32690, -0.77643], [-1.19377, -1.56044, -3.92484], [-3.20613, -1.57403, -3.13082], [-2.18049, -2.85616, -2.44210], [-1.73556, -1.16031, -4.80186], [-0.68537, -2.48675, -4.23657], [-5.97504, 3.08220, 0.86764], [-4.66397, 2.69036, 1.01532], [-3.95157, 2.34320, -0.13868], [-2.61389, 1.93985, 0.03319], [-2.06074, 1.76400, 1.29939], [-2.78302, 2.20396, 2.40293], [-4.10049, 2.65677, 2.28459], [-4.41912, 2.40010, -1.12108], [-1.99855, 1.75829, -0.85120], [-2.31777, 2.18928, 3.38727], [-4.69124, 2.96213, 3.14658]]}

Record 4
{"formula": "C35H48CsN7O4S4Si2Te", "method": "wB97M-V/def2-TZVPD", "charge": -2, "homo_ev": -0.3, "total_energy_ha": -4506.716377, "homo_lumo_gap_ha": 0.129, "species": ["Cs", "O", "C", "S", "C", "C", "S", "S", "S", "C", "O", "C", "C", "C", "C", "C", "C", "N", "C", "N", "C", "C", "C", "C", "C", "C", "O", "C", "N", "C", "C", "C", "C", "C", "C", "O", "C", "H", "H", "H", "H", "H", "H", "H", "H", "H", "H", "H", "H", "H", "H", "H", "H", "H", "H", "H", "H", "H", "H", "C", "Si", "C", "C", "C", "Te", "C", "Si", "C", "C", "C", "H", "H", "H", "H", "H", "H", "H", "H", "H", "H", "H", "H", "H", "H", "H", "H", "H", "H", "H", "H", "H", "H", "N", "C", "N", "N", "C", "N", "H", "H", "H", "H"], "positions_angstrom": [[-1.76318, -1.65516, 2.47283], [-7.15213, -1.05842, 8.21819], [-6.41998, -1.19641, 7.25043], [-5.83153, -2.74030, 6.66736], [-4.88200, -2.16797, 5.26287], [-4.89259, -0.82373, 5.06789], [-4.15228, 0.06354, 3.80153], [-5.81512, 0.12184, 6.26779], [-4.09974, -3.37412, 4.32879], [5.95049, -2.33092, -3.67751], [5.15134, -2.03274, -2.56251], [5.50759, -0.94944, -1.80129], [6.60356, -0.14851, -2.05045], [6.88359, 0.93522, -1.21969], [6.04454, 1.20742, -0.15638], [4.93574, 0.41010, 0.09658], [4.65035, -0.68897, -0.71125], [3.58525, -1.54364, -0.52138], [2.56132, -1.46344, 0.46097], [3.05133, -1.34680, 1.70152], [2.43614, -1.19236, 2.98399], [1.07841, -0.91874, 3.15037], [0.71479, -0.75111, 4.50542], [1.59606, -0.86115, 5.56921], [2.93839, -1.15023, 5.34434], [3.35702, -1.30477, 4.03794], [4.68341, -1.57544, 3.68955], [5.63348, -1.52218, 4.71749], [1.33566, -1.65905, 0.13187], [0.92457, -1.50746, -1.17910], [0.14222, -2.48192, -1.79444], [-0.29070, -2.34639, -3.10716], [0.04586, -1.22089, -3.83399], [0.79342, -0.20941, -3.23577], [1.21964, -0.33543, -1.92676], [1.93194, 0.62337, -1.26781], [2.25709, 1.79747, -1.96677], [5.48262, -3.18325, -4.16537], [6.97118, -2.59967, -3.38400], [5.99352, -1.49394, -4.38225], [7.26414, -0.35145, -2.88283], [7.74923, 1.55428, -1.41622], [6.25069, 2.04948, 0.49248], [4.27074, 0.65481, 0.91291], [3.29556, -2.03083, -1.35526], [4.05285, -1.43978, 1.76885], [-0.31889, -0.50307, 4.74423], [1.25573, -0.72489, 6.59195], [3.61478, -1.25625, 6.18240], [6.60865, -1.61806, 4.23923], [5.50618, -2.34038, 5.43576], [5.59245, -0.57206, 5.26113], [-0.10618, -3.37008, -1.22647], [-0.90274, -3.11829, -3.55793], [-0.27427, -1.11236, -4.86261], [1.02650, 0.68169, -3.80411], [2.79884, 2.42431, -1.26136], [1.36710, 2.32986, -2.31609], [2.90751, 1.59012, -2.82613], [-3.18923, 0.69580, -4.22889], [-3.02673, 2.45657, -3.58277], [-1.21057, 2.97994, -3.53573], [-3.92580, 3.63202, -4.78423], [-3.78376, 2.64742, -1.88090], [-3.09488, 1.13481, -0.46645], [-3.39064, 2.48745, 1.19296], [-1.93805, 3.59372, 1.61720], [-1.52627, 4.77069, 0.17733], [-0.39141, 2.60334, 2.03098], [-2.43143, 4.67869, 3.09430], [-2.74770, 0.57508, -5.22024], [-4.23879, 0.39702, -4.28521], [-2.69391, 0.00289, -3.54556], [-0.69830, 2.77215, -4.47812], [-0.70749, 2.42157, -2.74388], [-1.10471, 4.04574, -3.32138], [-3.49600, 3.58473, -5.78789], [-3.86336, 4.66750, -4.44229], [-4.98438, 3.37288, -4.86215], [-4.87179, 2.58233, -1.93204], [-3.52578, 3.61687, -1.45345], [-3.60096, 1.83950, 2.04994], [-4.30452, 3.04982, 0.99711], [-1.27180, 4.19838, -0.71875], [-0.67402, 5.40869, 0.42265], [-2.37006, 5.42216, -0.06569], [-0.02421, 2.04602, 1.16625], [-0.60190, 1.87503, 2.81792], [0.41747, 3.24564, 2.38667], [-3.27478, 5.33067, 2.85491], [-1.60475, 5.30894, 3.43155], [-2.73236, 4.04237, 3.92962], [-3.93362, -6.37435, -2.87013], [-4.00960, -5.19340, -2.16587], [-4.49473, -5.28847, -0.89308], [-3.65909, -4.10679, -2.74951], [-3.54963, -2.94523, -2.14489], [-3.43832, -1.90319, -1.65519], [-4.67417, -7.02875, -2.67089], [-3.80294, -6.20731, -3.85605], [-4.31033, -6.15061, -0.40610], [-4.36488, -4.46038, -0.32499]]}